The following is a DFT calculation (ωB97M-V with the def2-TZVPD basis set) of C24H18BrIN4O6Sr as an isolated structure.

Geometry as ORCA input:
```
! wB97M-V def2-TZVPD RIJCOSX def2/J DEFGRID3
* xyz 0 1
Sr 0.2481 0.8445 -0.2936
O -4.7293 -2.6301 -2.2960
C -3.7507 -1.8015 -1.8542
C -3.3522 -0.6780 -2.5732
C -2.3513 0.1019 -2.0327
N -1.7916 -0.2149 -0.8650
C -2.1426 -1.3154 -0.1914
C -3.1430 -2.1435 -0.6465
C -1.2977 -1.6159 1.0729
O -1.6359 -2.5373 1.7913
O -0.2589 -0.8476 1.1828
C -1.7435 1.3372 -2.7372
O -2.1773 1.6485 -3.8305
O -0.7975 1.8852 -2.0475
H -5.0685 -2.3072 -3.1368
H -3.7819 -0.4077 -3.5303
H -3.4266 -3.0276 -0.0933
C -0.0059 2.8709 5.4666
C 0.9137 3.7322 4.8732
C 1.0775 3.7368 3.4992
C 0.3096 2.8715 2.7401
C -0.5893 1.9932 3.3101
C -0.7558 2.0015 4.6909
N 0.4493 2.7822 1.2899
N 0.9847 3.7757 0.7921
C 1.2661 3.6669 -0.6617
C 0.9436 4.7524 -1.4424
C 1.2073 4.6734 -2.7985
C 1.8351 3.5508 -3.3065
C 2.1649 2.5367 -2.4280
N 1.8845 2.5783 -1.1184
H -0.1253 2.8707 6.5427
H 1.5103 4.3937 5.4877
H 1.7940 4.3858 3.0173
H -1.1419 1.2977 2.6903
H -1.4577 1.3181 5.1496
H 0.4730 5.6159 -0.9929
H 0.9250 5.4896 -3.4502
H 2.0578 3.4566 -4.3596
H 2.6719 1.6455 -2.7821
Br 2.7366 -4.8644 -3.5394
C 1.8937 -5.0597 -1.8626
C 1.7426 -6.3517 -1.3716
C 1.1289 -6.5630 -0.1466
C 0.6676 -5.4895 0.5993
C 0.8173 -4.1975 0.1186
C 1.4226 -3.9901 -1.1142
I 1.5847 -2.0471 -1.7655
H 2.1065 -7.1851 -1.9568
H 1.0139 -7.5742 0.2224
H 0.1864 -5.6412 1.5569
H 0.4638 -3.3690 0.7072
O 2.2595 0.3664 1.3310
H 1.6552 -0.2779 1.7429
H 3.1285 -0.0428 1.3501
*
```

Properties
- E_HOMO: -9.0 eV

---

The following is a DFT calculation (ωB97M-V with the def2-TZVPD basis set) of C24H18F5HoO2 as an isolated structure.

Geometry as ORCA input:
```
! wB97M-V def2-TZVPD RIJCOSX def2/J DEFGRID3
* xyz 0 5
C 0.2109 -0.5871 3.1193
C 1.4121 0.0976 2.7500
C 1.0612 1.1931 1.8895
H 2.4061 -0.0982 3.1354
C -0.3735 1.2090 1.7707
C -0.8910 0.1180 2.5422
H -1.9361 -0.0558 2.7700
H 0.1331 -1.4113 3.8236
H 1.7545 1.9375 1.5151
H -0.9680 1.9851 1.2941
C -0.3923 -1.5775 -1.8728
C -0.4661 -2.7744 -1.1135
C -1.4070 -2.5926 -0.0611
H 0.0668 -3.6979 -1.3468
C -1.9405 -1.2761 -0.1658
C -1.3231 -0.6538 -1.2976
H -1.5896 0.3147 -1.7199
H 0.1941 -1.4282 -2.7856
H -1.7476 -3.3583 0.6394
H -2.7541 -0.8638 0.4320
Ho 0.4044 -0.8636 0.5045
O -0.1015 1.7728 -1.3073
C 0.9027 2.7234 -1.5671
C -0.4095 3.3899 -1.2859
H 1.6414 2.8417 -0.7719
H 1.2419 2.7416 -2.6099
H -0.6793 3.7062 -0.2534
H -1.3930 5.8195 -1.0574
C -1.5664 5.4309 -2.0649
C -1.1240 4.1142 -2.3409
C -1.2679 3.6173 -3.6492
H -0.9474 2.6076 -3.8714
C -1.8075 4.4236 -4.6563
H -1.8620 4.0396 -5.6726
C -2.2508 5.7186 -4.3591
H -2.6677 6.3471 -5.1575
C -2.1500 6.2264 -3.0553
H -2.4943 7.2423 -2.8194
F 2.9655 -7.0255 3.9792
C 2.5969 -5.9695 3.2296
C 1.7360 -6.1492 2.1456
F 1.4083 -7.4017 1.7563
C 1.2041 -5.0494 1.4971
F 0.2006 -5.2205 0.5953
C 1.5999 -3.7379 1.8326
O 1.1501 -2.6761 1.2235
C 2.5046 -3.5986 2.9012
F 2.8074 -2.3530 3.3513
C 3.0171 -4.6840 3.5749
F 3.8905 -4.5137 4.5898
*
```

Properties
- E_HOMO (spin up / spin down): -8.1 / -8.1 eV

---

The following is a DFT calculation (ωB97M-V with the def2-TZVPD basis set) of C24H18N4O2PtSe2 as an isolated structure.

Geometry as ORCA input:
```
! wB97M-V def2-TZVPD RIJCOSX def2/J DEFGRID3
* xyz 0 1
Pt 0.5759 -0.0241 0.0359
O 1.2834 1.8455 -0.7260
C 0.6024 2.7981 -1.2536
C 1.3307 3.9116 -1.7517
C 0.7107 4.9991 -2.3027
C -0.6832 5.0402 -2.3891
C -1.4207 3.9872 -1.9104
C -0.8282 2.8498 -1.3353
C -1.7195 1.8802 -0.7803
N -1.4171 0.7676 -0.1910
N -2.3928 0.0762 0.4206
C -1.9932 -0.8693 1.2451
O -0.7995 -1.1526 1.5379
C -3.0907 -1.6138 1.9343
C -3.3560 -2.9431 1.6325
C -4.3602 -3.6186 2.3039
C -5.0914 -2.9741 3.2869
C -4.8116 -1.6566 3.6064
C -3.8229 -0.9714 2.9253
H 2.4074 3.8661 -1.6648
H 1.2953 5.8330 -2.6640
H -1.1721 5.8972 -2.8248
H -2.4999 4.0250 -1.9599
H -2.7786 2.1454 -0.7997
H -2.7858 -3.4420 0.8635
H -4.5694 -4.6526 2.0697
H -5.8889 -3.4922 3.7989
H -5.3628 -1.1668 4.3960
H -3.6160 0.0607 3.1640
Se 2.6686 -2.8795 0.6903
Se 3.4975 -1.5816 -0.9979
C 3.5245 0.0636 -0.0024
C 4.4791 1.0252 -0.2743
C 4.5047 2.1617 0.5165
C 3.5735 2.2766 1.5437
C 2.6570 1.2614 1.7358
N 2.6179 0.1634 0.9682
C 0.9001 -3.1142 -0.0056
C 0.2663 -4.3373 0.1667
C -0.9111 -4.5702 -0.5168
C -1.4000 -3.5733 -1.3612
C -0.7312 -2.3706 -1.4342
N 0.3963 -2.1265 -0.7513
H 5.1737 0.8679 -1.0870
H 5.2454 2.9270 0.3408
H 3.5676 3.1400 2.1910
H 1.9303 1.3027 2.5362
H 0.7065 -5.0840 0.8139
H -1.4243 -5.5146 -0.4170
H -2.2883 -3.7362 -1.9519
H -1.0876 -1.5662 -2.0672
*
```

Properties
- E_HOMO (spin up / spin down): -7.0 / -7.0 eV

---

The following is a DFT calculation (ωB97M-V with the def2-TZVPD basis set) of a 3-piece molecular cluster, C24H18O10 overall.

Geometry as ORCA input:
```
! wB97M-V def2-TZVPD RIJCOSX def2/J DEFGRID3
* xyz 0 1
C 2.6426 -0.7896 -0.8642
C 1.5953 0.1381 -1.6472
C 0.1527 -0.3992 -1.3252
C -0.3294 -0.1249 0.0405
C -1.6438 -0.6205 0.4550
C -2.4238 -1.3679 -0.5194
C -1.9563 -1.6338 -1.8938
C -0.6474 -1.1353 -2.2878
C -2.8865 -2.4681 -2.8377
O -2.9943 -2.2305 -4.0122
C -3.6903 -3.5959 -2.1056
C -4.1089 -3.3549 -0.8369
C -3.8179 -1.9744 -0.1567
O -4.6130 -1.4122 0.5563
H 2.2220 -1.8279 -0.9251
H 2.6359 -0.4769 0.2138
H 3.6741 -0.7126 -1.2980
H 1.7170 1.1965 -1.2996
H 1.7716 0.0223 -2.7445
H 0.3149 0.4324 0.7644
H -2.0152 -0.4225 1.4894
H -0.2958 -1.3706 -3.3161
H -3.8940 -4.5896 -2.5691
H -4.6570 -4.1234 -0.2489
O -5.3925 4.9181 1.2852
C -5.0296 4.0498 0.5121
C -4.3120 4.3473 -0.7275
C -3.9483 3.3613 -1.5532
O -3.2852 3.6084 -2.6985
C -4.2602 1.9322 -1.2471
O -3.9264 1.0674 -2.0371
C -4.9557 1.6328 0.0027
C -5.3167 2.6181 0.8305
O -5.9566 2.3681 1.9896
H -4.0945 5.3853 -0.9383
H -3.1427 2.7342 -3.1109
H -5.1591 0.5926 0.2194
H -6.1051 3.2418 2.3990
O 8.8778 -0.1490 2.6092
C 7.6864 -0.3496 2.4666
C 6.7353 0.7214 2.1715
C 5.4328 0.4537 2.0399
O 4.5387 1.4226 1.7660
C 4.9018 -0.9356 2.1907
O 3.7047 -1.1327 2.0806
C 5.8548 -2.0096 2.4619
C 7.1584 -1.7427 2.5903
O 8.0554 -2.7139 2.8376
H 7.1315 1.7221 2.0670
H 3.6730 0.9741 1.7234
H 5.4604 -3.0124 2.5512
H 8.9209 -2.2641 2.8870
*
```

Properties
- E_HOMO: -9.3 eV
- Structure (SMILES): CCc1ccc2c(c1)C(=O)C=CC2=O.O=C1C=C(O)C(=O)C=C1O.O=C1C=C(O)C(=O)C=C1O

---

The following is a DFT calculation (ωB97M-V with the def2-TZVPD basis set) of C24H19AuCl5NPS as an isolated structure.

Geometry as ORCA input:
```
! wB97M-V def2-TZVPD RIJCOSX def2/J DEFGRID3
* xyz 1 1
Au 0.3644 0.0102 0.5376
C 2.9406 -0.1499 -1.6412
C 3.4443 -0.2285 -0.2395
C 4.8314 -0.3378 -0.0315
C 5.3273 -0.4036 1.2340
C 4.4479 -0.3816 2.3297
C 4.9157 -0.4517 3.6573
C 4.0258 -0.4467 4.6882
C 2.6478 -0.3744 4.4197
C 2.1678 -0.2875 3.1353
S 0.4435 -0.1816 2.9112
C 3.0632 -0.2900 2.0609
N 2.5821 -0.2058 0.7734
H 3.7649 -0.1217 -2.3492
H 2.3212 0.7358 -1.7782
H 2.3357 -1.0298 -1.8503
H 5.4881 -0.3598 -0.8903
H 6.3951 -0.4691 1.4118
H 5.9817 -0.5110 3.8318
H 4.3730 -0.4933 5.7122
H 1.9327 -0.3867 5.2348
Cl -2.0982 -2.0628 1.4327
C -2.5100 -0.3844 1.3472
C -1.5532 0.5498 0.9773
C -1.8973 1.8821 0.8941
Cl -0.6831 3.0186 0.4198
C -3.1974 2.3018 1.1471
Cl -3.6242 3.9476 0.9510
C -4.1566 1.3612 1.5192
Cl -5.7663 1.8598 1.8189
C -3.8170 0.0111 1.6185
Cl -5.0071 -1.1512 2.0199
C 0.3532 -0.1600 -3.3718
P -0.3658 -0.5837 -1.7488
C -0.4503 -2.3936 -1.8074
C -2.0606 0.0050 -1.9905
C -2.2449 1.3604 -2.2711
C -3.5230 1.8737 -2.4193
C -4.6267 1.0374 -2.2910
C -4.4471 -0.3108 -2.0173
C -3.1670 -0.8291 -1.8599
H 0.4752 0.9183 -3.4673
H -0.3509 -0.5069 -4.1261
H 1.3157 -0.6400 -3.5195
H -1.0095 -2.7066 -2.6888
H -0.9217 -2.7779 -0.9061
H 0.5630 -2.7941 -1.8634
H -1.3890 2.0221 -2.3590
H -3.6608 2.9274 -2.6278
H -5.6257 1.4386 -2.4051
H -5.3043 -0.9672 -1.9297
H -3.0438 -1.8821 -1.6334
*
```

Properties
- E_HOMO: -10.9 eV